This record from the Open Molecules 2025 dataset describes a cluster of 2 separate species, C3H6N2O in total at a distorted geometry. The level of theory is ωB97M-V with the def2-TZVPD basis set.

```
12
Properties=species:S:1:pos:R:3:forces:R:3:lowdin_charge:R:1
C -0.68793 -0.71491 0.56358 0.27 0.91 -0.94 -0.155
C -1.43018 0.31855 0.05217 -0.50 -0.83 1.55 -0.137
N -1.07232 0.47469 -1.23892 0.75 -0.49 -0.28 0.045
C -0.07082 -0.43849 -1.47331 -0.33 0.63 -0.01 -0.212
N 0.19410 -1.14778 -0.41575 -0.12 -0.33 0.40 0.041
H -0.69552 -1.05039 1.58468 0.13 -0.31 -0.07 0.097
H -2.22104 0.82115 0.57390 -0.13 0.44 -0.31 0.104
H -1.38225 1.18524 -1.86340 -0.19 0.22 -0.29 0.139
H 0.42509 -0.47143 -2.42617 0.10 -0.17 -0.08 0.112
H 1.83778 0.21600 0.90367 0.11 0.14 -0.01 0.002
H 2.80632 0.78708 2.01372 -0.26 -0.05 -0.38 0.033
O 2.29678 0.02030 1.72584 0.17 -0.16 0.42 -0.068
```
Positions in Å, forces in eV/Å.

As for the total energy: -8235.7473 eV. The orbital gap comes out at 9.77 eV. For the energy relative to the best compared isomer or geometry (same formula, charge and spin), the calculation gives 91.80 kJ/mol. Its SMILES is c1c[nH]cn1.O.

This record from the Open Molecules 2025 dataset describes a structure of composition C3H6N2O at a distorted geometry. The level of theory is ωB97M-V with the def2-TZVPD basis set.

```
12
Properties=species:S:1:pos:R:3:forces:R:3:lowdin_charge:R:1
C 0.09325 0.96312 0.67043 0.61 0.55 0.13 -0.132
N -0.00055 -0.34062 1.35297 -0.23 -0.64 -0.66 0.017
N 0.52141 -0.99803 0.39682 0.78 -0.12 1.13 0.065
C 0.87958 0.16215 -0.34581 -0.82 0.61 -0.74 -0.350
C 1.54461 0.34424 -1.46968 0.06 -0.18 0.25 0.092
O -2.41991 -1.06861 0.41728 0.45 -1.91 -0.91 -0.116
H -1.99225 -1.06818 1.28815 -0.09 -0.10 -0.28 0.005
H -2.05306 -1.90440 -0.03034 -0.80 1.94 1.10 0.076
H -0.87308 1.34584 0.34618 -0.06 -0.20 0.01 0.111
H 0.62128 1.71997 1.24560 0.05 0.10 0.03 0.104
H 2.07687 -0.46790 -1.93304 -0.08 -0.25 -0.18 0.062
H 1.60186 1.31241 -1.93857 0.12 0.20 0.12 0.065
```
Positions in Å, forces in eV/Å.

As for the total energy: -8232.8139 eV. The orbital gap comes out at 9.99 eV. For the energy relative to the best compared isomer or geometry (same formula, charge and spin), the calculation gives 374.83 kJ/mol.

This record from the Open Molecules 2025 dataset describes an isolated molecule of C3H6N2O at a distorted geometry. The level of theory is ωB97M-V with the def2-TZVPD basis set.

```
12
Properties=species:S:1:pos:R:3:forces:R:3:lowdin_charge:R:1
C -0.91478 -0.29160 -0.17126 -0.94 -0.98 0.02 -0.397
C 0.07081 0.87840 -0.31252 -1.07 0.23 0.43 -0.089
C 1.28975 0.20656 0.19656 1.07 -0.38 0.82 -0.227
H -2.51475 0.55348 0.11739 -0.51 -0.05 -0.14 0.042
H -0.20625 1.79935 0.23631 -0.05 -0.69 -0.15 0.132
H 0.21176 1.14930 -1.33918 -0.15 0.05 -0.78 0.113
H 2.24301 0.60132 -0.13460 0.07 0.14 -0.18 0.126
H 1.29224 0.18382 1.28458 0.00 0.14 0.37 0.121
H -0.35413 -2.04727 0.60826 0.27 -0.04 -0.13 0.136
N -2.18215 -0.40259 0.00980 1.62 1.08 0.00 0.125
N -0.15579 -1.49794 -0.22749 -0.10 0.91 -0.01 0.043
O 1.22029 -1.13283 -0.26786 -0.20 -0.41 -0.26 -0.126
```
Positions in Å, forces in eV/Å.

As for the total energy: -8233.8395 eV. The orbital gap comes out at 10.13 eV. For the energy relative to the best compared isomer or geometry (same formula, charge and spin), the calculation gives 275.88 kJ/mol. Its SMILES is [H]/N=C1\CCON1.

This record from the Open Molecules 2025 dataset describes an isolated molecule of C3H6N2O at a distorted geometry. The level of theory is ωB97M-V with the def2-TZVPD basis set.

```
12
Properties=species:S:1:pos:R:3:forces:R:3:lowdin_charge:R:1
C 0.55861 -1.75093 -0.37791 1.05 0.00 1.52 -0.037
N -0.17432 0.54069 -0.04296 -0.43 -1.72 -0.75 0.039
C 0.54065 -0.29344 0.70860 1.08 -1.97 -1.11 -0.495
C -0.64376 1.77889 0.41890 0.33 0.47 -0.90 -0.285
N -1.37964 2.56665 -0.23544 -0.28 -0.01 0.14 0.087
O 1.21714 -0.28645 1.67786 -0.39 0.10 0.30 0.128
H -0.13478 -0.48949 -0.77867 -1.31 3.02 0.60 0.179
H -1.66621 2.16643 -1.13109 0.11 -0.01 0.08 0.046
H -0.22955 2.09726 1.37430 -0.12 -0.23 0.07 0.123
H 0.47553 -2.55027 0.35528 0.05 -0.03 0.00 0.070
H 1.56550 -1.72287 -0.78327 0.10 -0.19 -0.03 0.066
H -0.12916 -2.05646 -1.18560 -0.21 0.57 0.08 0.079
```
Positions in Å, forces in eV/Å.

As for the total energy: -8232.7721 eV. The orbital gap comes out at 10.62 eV. For the energy relative to the best compared isomer or geometry (same formula, charge and spin), the calculation gives 378.86 kJ/mol. Its SMILES is [H]/N=C\NC(C)=O.

This record from the Open Molecules 2025 dataset describes an isolated molecule of C3H6N2O at a distorted geometry. The level of theory is ωB97M-V with the def2-TZVPD basis set.

```
12
Properties=species:S:1:pos:R:3:forces:R:3:lowdin_charge:R:1
N 1.78068 0.21921 -0.38573 0.11 -0.13 -0.02 0.153
C 0.75359 0.44898 0.49809 0.60 0.79 0.17 -0.630
O 0.92535 0.48172 1.73483 0.82 0.85 -0.30 -0.043
C -0.63343 0.71825 0.02205 0.22 0.11 0.26 -0.119
C -1.26814 -0.38535 -0.73717 -0.13 -0.15 0.00 -0.098
N -0.62235 -0.72378 0.49805 -0.25 -0.55 0.31 0.020
H 2.46905 -0.40790 0.00770 0.07 0.11 -0.08 0.106
H 1.53052 0.00289 -1.34005 -0.02 0.11 0.10 0.091
H -1.27721 1.40336 0.57898 0.26 -0.22 -0.09 0.137
H -0.78091 -0.78285 -1.63457 -0.14 -0.12 0.39 0.109
H -2.35412 -0.38886 -0.78636 0.08 0.22 0.04 0.111
H -0.52303 -0.58568 1.54417 -1.61 -1.03 -0.76 0.163
```
Positions in Å, forces in eV/Å.

As for the total energy: -8232.5112 eV. The orbital gap comes out at 9.88 eV. For the energy relative to the best compared isomer or geometry (same formula, charge and spin), the calculation gives 404.03 kJ/mol. Its SMILES is N[C@@]1([O-])[C@H]2C[N@H+]21.

This record from the Open Molecules 2025 dataset describes an isolated molecule of C3H6N2O. The level of theory is ωB97M-V with the def2-TZVPD basis set.

```
12
Properties=species:S:1:pos:R:3:forces:R:3:lowdin_charge:R:1
C 0.66404 -1.98801 -0.13335 0.06 -0.24 -0.08 -0.139
N 0.66524 -0.68448 0.48834 -0.12 0.35 -0.27 0.000
C 0.44985 0.31381 -0.24572 -0.04 -0.30 0.07 -0.247
N 0.16144 1.57193 0.33611 -0.14 -0.06 0.23 0.048
C -1.18410 1.89819 0.17508 -0.18 0.19 0.17 -0.346
O -1.89329 2.29410 1.06534 0.25 0.15 -0.38 0.052
H -0.28789 -2.45325 0.15070 0.21 -0.07 -0.09 0.082
H 0.72429 -1.96382 -1.23308 0.06 0.00 0.19 0.074
H 1.46473 -2.60894 0.27362 -0.04 0.08 -0.11 0.072
H 0.37348 0.29888 -1.34169 -0.06 -0.13 0.17 0.133
H 0.40445 1.58539 1.32364 0.01 -0.02 -0.04 0.137
H -1.54224 1.73621 -0.85901 0.00 0.05 0.14 0.134
```
Positions in Å, forces in eV/Å.

As for the total energy: -8235.3025 eV. The orbital gap comes out at 10.97 eV. For the energy relative to the best compared isomer or geometry (same formula, charge and spin), the calculation gives 134.71 kJ/mol. Its SMILES is C/N=C/NC=O.

This record from the Open Molecules 2025 dataset describes a cluster of 2 separate species, C3H6N2O in total at a distorted geometry. The level of theory is ωB97M-V with the def2-TZVPD basis set.

```
12
Properties=species:S:1:pos:R:3:forces:R:3:lowdin_charge:R:1
N 1.74227 0.04305 -0.32247 -1.62 -2.78 -2.25 0.156
C 0.76236 0.62606 0.39910 3.60 6.48 2.21 -0.539
O 1.15109 1.55014 1.16385 -0.82 -1.37 -0.13 -0.020
C -0.67825 0.47570 0.30520 2.07 -0.66 -0.77 -0.272
C -1.25521 -0.22045 -0.81722 -2.13 -0.44 0.46 -0.159
N -0.65396 -1.03957 0.20783 -0.44 -1.47 5.87 -0.041
H 2.73804 -0.04631 -0.20679 -0.24 1.05 0.98 0.115
H 1.39615 -0.79084 -0.77819 0.15 -0.13 -0.16 0.083
H -1.24908 1.03958 1.04246 0.14 -0.37 -0.26 0.148
H -0.71711 -0.28406 -1.75624 -0.14 -0.14 0.02 0.120
H -2.34094 -0.20306 -0.83176 0.03 0.20 -0.51 0.111
H -0.89535 -1.15023 1.59424 -0.61 -0.36 -5.49 0.296
```
Positions in Å, forces in eV/Å.

As for the total energy: -8231.5863 eV. The orbital gap comes out at 9.12 eV. For the energy relative to the best compared isomer or geometry (same formula, charge and spin), the calculation gives 493.27 kJ/mol.

This record from the Open Molecules 2025 dataset describes a structure of composition C3H6N2O at a distorted geometry. The level of theory is ωB97M-V with the def2-TZVPD basis set.

```
12
Properties=species:S:1:pos:R:3:forces:R:3:lowdin_charge:R:1
C -0.15930 0.99729 0.13571 0.87 2.82 1.56 -0.151
C -1.01013 0.09790 1.05455 -0.34 0.89 3.47 -0.041
C -0.48274 -1.02158 0.18809 -0.29 -5.54 1.29 -0.425
H 2.15049 -0.53957 -0.87422 -2.22 0.35 -0.51 0.136
H 1.13847 -0.08121 -2.29522 0.49 -1.33 2.76 0.146
H 0.84853 1.28847 0.53464 -1.11 0.72 0.48 0.135
H -0.64301 1.80908 -0.40275 0.01 0.12 -0.04 0.114
H -2.08963 0.21035 1.20609 0.16 0.19 -0.78 0.108
H -0.64492 0.20386 2.15632 -0.20 -0.83 -1.93 0.145
N 1.15928 -0.54560 -1.29514 3.68 1.20 -4.83 0.055
N 0.13334 -0.13460 -0.57794 -0.32 -2.79 -1.87 -0.244
O -0.40037 -2.28439 0.16987 -0.73 4.19 0.41 0.022
```
Positions in Å, forces in eV/Å.

As for the total energy: -8233.3937 eV. The orbital gap comes out at 10.17 eV. For the energy relative to the best compared isomer or geometry (same formula, charge and spin), the calculation gives 318.89 kJ/mol.